*i*
Molecular formula: C4H8OS3
Method: DFT, the ωB97M-V functional and the def2-TZVPD basis

Summary:
Total charge: 0
2S+1: 1
HOMO (eV): -8.553
SMILES string: CSC(SC)C(O)=S
Frontier orbital gap (Eh): 0.3228
E_LUMO (eV): 0.23

Last column: Mulliken charge in e.
Atoms and positions in Å:
1 C 0.442 -1.851 -0.715  -0.7053
2 S -0.148 -0.513 -1.771  -0.0187
3 C -0.943 0.659 -0.619  -0.0984
4 S 0.128 2.025 -0.051  -0.1538
5 C 1.666 1.201 0.397  -0.7979
6 C -1.774 0.002 0.510  0.1409
7 O -1.551 0.470 1.719  -0.4571
8 S -2.890 -1.156 0.231  -0.2302
9 H 1.138 -1.504 0.084  0.2326
10 H 0.979 -2.545 -1.389  0.3203
11 H -0.421 -2.388 -0.234  0.2169
12 H -1.665 1.148 -1.273  0.3016
13 H 2.076 0.672 -0.486  0.2549
14 H 2.354 1.971 0.696  0.3765
15 H 1.538 0.527 1.225  0.2910
16 H -0.930 1.282 1.677  0.3265

***

*ii*
Molecular formula: C4H8OS3
Method: DFT, the ωB97M-V functional and the def2-TZVPD basis

Summary:
Total charge: 0
2S+1: 1
HOMO (eV): -9.070
SMILES string: O[C@@H]1[C@@H](S)[C@@H](S)[C@H]1S
Frontier orbital gap (Eh): 0.3537
E_LUMO (eV): 0.56

Last column: Mulliken charge in e.
Atoms and positions in Å:
1 O -0.471 -2.175 -0.793  -0.5685
2 C -0.179 -1.221 0.221  0.0851
3 C -1.111 0.015 0.024  -0.4626
4 S -2.068 0.815 1.285  -0.2068
5 C 0.149 0.713 -0.691  -0.1561
6 S 0.725 2.382 -0.362  -0.1730
7 C 1.023 -0.468 -0.124  -0.4001
8 S 2.032 -0.236 1.409  -0.2065
9 H -1.369 -2.467 -0.569  0.3388
10 H -0.234 -1.728 1.219  0.3572
11 H -1.841 -0.293 -0.763  0.2943
12 H -1.004 1.584 1.824  0.1569
13 H 0.034 0.497 -1.749  0.3408
14 H -0.346 3.058 -0.908  0.1496
15 H 1.615 -0.962 -0.973  0.3124
16 H 3.046 0.488 0.951  0.1384

***

*iii*
Molecular formula: C4H8OS3
Method: DFT, the ωB97M-V functional and the def2-TZVPD basis

Summary:
Total charge: 0
2S+1: 1
HOMO (eV): -8.492
SMILES string: C1OCSCSCS1
Frontier orbital gap (Eh): 0.3365
E_LUMO (eV): 0.67

Last column: Mulliken charge in e.
Atoms and positions in Å:
1 C 0.796 -1.449 0.743  -0.5201
2 O -0.593 -1.087 0.931  -0.3475
3 C -1.584 -1.068 -0.013  -0.3017
4 S -1.472 0.467 -0.965  -0.0943
5 C -0.851 1.610 0.139  -0.5793
6 S 0.947 1.620 0.662  -0.1408
7 C 1.695 0.932 -0.775  -0.5737
8 S 1.687 -0.908 -0.799  -0.0680
9 H 1.189 -1.084 1.653  0.3826
10 H 0.809 -2.523 0.633  0.3135
11 H -2.515 -1.232 0.627  0.2962
12 H -1.646 -1.857 -0.858  0.2377
13 H -0.946 2.509 -0.486  0.3277
14 H -1.434 1.623 1.118  0.3627
15 H 2.775 1.202 -0.935  0.3904
16 H 1.143 1.244 -1.675  0.3145

***

Least stable: *iii*